# C4H4O3

C4H4O3 in the gas phase in a non-equilibrium geometry (ωB97M-V/def2-TZVPD, the Open Molecules 2025 dataset).

ΔE to the lowest compared entry with this formula, charge and spin   2.3001 eV
Energy   -380.46250 hartree
Molar mass   100.1 g mol⁻¹
Structure (SMILES)   O=C=CC=C(O)O

Bonds (Å) are listed after each position.
Cartesian coordinates (Å):
1 C -1.10003 1.04833 -0.01021  C2 1.479, C3 1.298, H8 1.024
2 C 0.34489 0.73890 0.04890  C1 1.479, C4 1.363, H9 1.070
3 C -2.15746 0.30070 -0.09674  C1 1.298, O5 1.193
4 C 0.89771 -0.49979 -0.08284  C2 1.363, O6 1.362, O7 1.337
5 O -3.17589 -0.31512 -0.02127  C3 1.193
6 O 0.22945 -1.68155 0.02616  C4 1.362, H10 0.948
7 O 2.19960 -0.80046 -0.12561  C4 1.337, H11 1.016
8 H -1.48450 1.95279 0.27908  C1 1.024
9 H 0.81844 1.69813 0.07878  C2 1.070
10 H 0.68847 -2.34301 0.52712  O6 0.948
11 H 2.73934 -0.09891 -0.62338  O7 1.016

Löwdin population analysis, charges in e, atoms 1 to 6:
1 C -0.102
2 C -0.031
3 C -0.168
4 C -0.448
5 O 0.141
6 O 0.092

# C14H19BClFN3O6S

2 unconnected molecules or ions with the total composition C14H19BClFN3O6S in a non-equilibrium geometry (ωB97M-V/def2-TZVPD, the Open Molecules 2025 dataset).

Energy   -2142.93614 hartree
Total charge   +1
Molar mass   422.7 g mol⁻¹

Bonds (Å) are listed after each position.
Cartesian coordinates (Å):
1 O 6.37657 -1.69221 3.17841  N2 1.221
2 N 5.15636 -1.72704 3.13984  O1 1.221, O3 1.372
3 O 4.73512 -1.52380 1.85043  N2 1.372, C4 1.471
4 C 4.58311 -0.07223 1.66849  O3 1.471, C5 1.645, H22 1.189, H23 1.191
5 C 3.04875 0.42864 1.35338  C4 1.645, C6 1.664, C18 1.673
6 C 2.80292 1.25666 -0.06895  C5 1.664, C7 1.671, H24 1.170
7 C 1.22073 1.72654 -0.32908  C6 1.671, F8 1.507, C9 1.670
8 F 0.90362 2.44865 -1.61314  C7 1.507
9 C 0.04234 1.38891 0.80472  C7 1.670, B10 1.669, N13 1.543
10 B -1.48647 1.91448 0.38797  C9 1.669, O11 1.505, O12 1.488
11 O -2.45293 0.99196 -0.30577  B10 1.505, H25 1.022
12 O -1.97903 3.29886 0.62017  B10 1.488, H26 1.004
13 N 0.34050 0.62476 2.11202  C9 1.543, C14 1.537, C18 1.533
14 C -0.75030 0.32954 3.15435  N13 1.537, C15 1.672, H27 1.188, H28 1.194
15 C -1.58300 -1.07177 2.78214  C14 1.672, C16 1.672, H29 1.194, H30 1.172
16 C -1.64660 -2.11803 4.08503  C15 1.672, Cl17 1.891, H31 1.191, H32 1.171
17 Cl -3.41680 -2.68799 4.42689  C16 1.891
18 C 1.76749 0.13834 2.38864  C5 1.673, N13 1.533, N19 1.543
19 N 2.15412 -0.67364 3.64291  C18 1.543, C20 1.401
20 C 1.92712 -2.02353 3.34530  N19 1.401, S21 1.735
21 S 2.02925 -3.56158 2.54996  C20 1.735
22 H 5.33174 0.29306 0.81958  C4 1.189
23 H 4.94079 0.48892 2.65611  C4 1.191
24 H 3.68064 1.47816 -0.81044  C6 1.170
25 H -3.12478 1.62026 -0.75091  O11 1.022
26 H -1.51308 3.72735 1.39922  O12 1.004
27 H -1.48132 1.25171 3.31915  C14 1.188
28 H -0.29116 0.11631 4.23564  C14 1.194
29 H -0.96217 -1.66898 1.95557  C15 1.194
30 H -2.68113 -0.86966 2.42629  C15 1.172
31 H -0.94906 -3.06696 3.90899  C16 1.191
32 H -1.28812 -1.62613 5.08491  C16 1.171
33 O -4.23412 -0.65227 -3.27463  C34 1.227
34 C -3.11705 -0.33172 -3.66872  O33 1.227, O35 1.353, C38 1.501
35 O -2.96763 0.67725 -4.55818  C34 1.353, C36 1.439
36 C -1.70424 1.26270 -4.92290  O35 1.439, C37 1.516, H39 1.094, H40 1.096
37 C -1.04821 0.48138 -6.04394  C36 1.516, H41 1.093, H42 1.094, H43 1.095
38 C -1.90361 -1.10949 -3.24957  C34 1.501, H44 1.093, H45 1.095, H46 1.088
39 H -1.05417 1.37524 -4.05060  C36 1.094
40 H -1.92413 2.27736 -5.27538  C36 1.096
41 H -0.82116 -0.54416 -5.74018  C37 1.093
42 H -0.11747 0.96328 -6.35745  C37 1.094
43 H -1.71850 0.41425 -6.90715  C37 1.095
44 H -1.78595 -1.97562 -3.90535  C38 1.093
45 H -2.05249 -1.45391 -2.22118  C38 1.095
46 H -0.98646 -0.52383 -3.24256  C38 1.088

Löwdin population analysis, charges in e, atoms 1 to 6:
1 O 0.092
2 N -0.032
3 O -0.182
4 C -0.145
5 C 0.017
6 C 0.141

# CH3NOS2

2 unconnected molecules or ions with the total composition CH3NOS2 in a non-equilibrium geometry (ωB97M-V/def2-TZVPD, the Open Molecules 2025 dataset).

ΔE to the lowest compared entry with this formula, charge and spin   1.3596 eV
Energy   -966.19883 hartree
Molar mass   109.2 g mol⁻¹

Bonds (Å) are listed after each position.
Cartesian coordinates (Å):
1 C 1.33248 0.28244 -0.51790  N2 1.223, H6 1.050, H7 1.122
2 N 1.79628 -0.60559 0.18318  C1 1.223, H8 1.034
3 O -2.41193 -0.98206 -0.53248  S5 1.440
4 S -2.64864 1.19298 1.32846  S5 1.984
5 S -3.07343 -0.64027 0.70028  O3 1.440, S4 1.984
6 H 1.96618 1.05110 -0.84828  C1 1.050
7 H 0.22228 0.37044 -0.65165  C1 1.122
8 H 2.81679 -0.66905 0.33839  N2 1.034

Löwdin population analysis, charges in e, atoms 1 to 6:
1 C -0.167
2 N 0.009
3 O -0.596
4 S 0.163
5 S 0.433
6 H 0.042

# C30H72O18S2

6 unconnected molecules or ions with the total composition C30H72O18S2 in a non-equilibrium geometry (ωB97M-V/def2-TZVPD, the Open Molecules 2025 dataset).

ΔE to the lowest compared entry with this formula, charge and spin   0.0000 eV
Energy   -3336.57295 hartree
Molar mass   785.0 g mol⁻¹
Structure (SMILES)   CCOS(C)(=O)=O.CCOS(C)(=O)=O.COCCOCCOC.COCCOCCOC.COCCOCCOC.COCCOCCOC

Bonds (Å) are listed after each position.
Cartesian coordinates (Å):
1 O -3.19559 -1.97098 3.21425  S2 1.438
2 S -2.22626 -0.93333 2.98525  O1 1.438, O3 1.441, O4 1.621, C7 1.820
3 O -0.88060 -1.21087 2.55206  S2 1.441
4 O -2.79318 0.08486 1.85854  S2 1.621, C5 1.422
5 C -4.12899 0.57013 1.91105  O4 1.422, C6 1.520, H8 1.094, H9 1.092
6 C -4.24136 1.89044 1.16631  C5 1.520, H10 1.094, H11 1.091, H12 1.087
7 C -2.20438 0.21766 4.39519  S2 1.820, H13 1.093, H14 1.086, H15 1.084
8 H -4.49616 0.75726 2.92409  C5 1.094
9 H -4.85414 -0.10891 1.45848  C5 1.092
10 H -3.49615 2.60712 1.52531  C6 1.094
11 H -5.18005 2.32356 1.51546  C6 1.091
12 H -4.14785 1.77697 0.08934  C6 1.087
13 H -3.16086 0.14766 4.91938  C7 1.093
14 H -2.24140 1.22277 3.98617  C7 1.086
15 H -1.42839 -0.08882 5.08722  C7 1.084
16 O 1.94043 1.69898 -1.01761  S17 1.423
17 S 0.87634 0.75798 -1.10889  O16 1.423, O18 1.440, O19 1.629, C22 1.794
18 O 0.31570 0.33750 -2.36721  S17 1.440
19 O 1.30555 -0.52992 -0.20812  S17 1.629, C20 1.436
20 C 0.65346 -1.78605 -0.44927  O19 1.436, C21 1.539, H23 1.089, H24 1.092
21 C 1.43719 -2.98996 0.10240  C20 1.539, H25 1.089, H26 1.097, H27 1.087
22 C -0.41674 1.37048 -0.02704  S17 1.794, H28 1.096, H29 1.086, H30 1.095
23 H 0.42740 -1.86649 -1.51144  C20 1.089
24 H -0.28491 -1.85858 0.10527  C20 1.092
25 H 2.26668 -3.32112 -0.51995  C21 1.089
26 H 0.74150 -3.82674 -0.03233  C21 1.097
27 H 1.55230 -2.82245 1.16973  C21 1.087
28 H 0.01316 1.59656 0.95514  C22 1.096
29 H -1.25155 0.67706 0.02445  C22 1.086
30 H -0.82513 2.37339 -0.19156  C22 1.095
31 C -1.73529 -5.26524 2.03656  O32 1.434, H40 1.092, H41 1.090, H42 1.090
32 O -2.43831 -6.49443 2.26528  C31 1.434, C33 1.413
33 C -2.71312 -7.24095 1.09695  O32 1.413, C34 1.507, H43 1.093, H44 1.096
34 C -1.51317 -8.01931 0.62273  C33 1.507, O35 1.407, H45 1.107, H46 1.097
35 O -0.49964 -7.16305 0.15329  C34 1.407, C36 1.413
36 C 0.45670 -7.75957 -0.69802  O35 1.413, C37 1.507, H47 1.101, H48 1.097
37 C 1.52344 -6.79683 -1.15051  C36 1.507, O38 1.422, H49 1.093, H50 1.099
38 O 0.93652 -5.79033 -1.96503  C37 1.422, C39 1.403
39 C 1.93528 -5.14759 -2.71249  O38 1.403, H51 1.097, H52 1.091, H53 1.102
40 H -0.98086 -5.37889 2.81751  C31 1.092
41 H -2.35968 -4.38129 2.16605  C31 1.090
42 H -1.20536 -5.18686 1.08767  C31 1.090
43 H -3.18928 -6.57428 0.37344  C33 1.093
44 H -3.44508 -8.02512 1.32015  C33 1.096
45 H -1.83359 -8.65796 -0.22325  C34 1.107
46 H -1.17690 -8.80292 1.31241  C34 1.097
47 H -0.14042 -8.07072 -1.56917  C36 1.101
48 H 0.88434 -8.67893 -0.28052  C36 1.097
49 H 2.30771 -7.38535 -1.63423  C37 1.093
50 H 1.96779 -6.28395 -0.28600  C37 1.099
51 H 2.64564 -4.57589 -2.10220  C39 1.097
52 H 1.52984 -4.52983 -3.51522  C39 1.091
53 H 2.58980 -5.81989 -3.29049  C39 1.102
54 C -3.36948 0.87317 -2.81276  O55 1.405, H63 1.099, H64 1.099, H65 1.088
55 O -3.61509 2.23825 -3.03443  C54 1.405, C56 1.426
56 C -2.46341 3.07114 -2.91571  O55 1.426, C57 1.524, H66 1.097, H67 1.097
57 C -2.61825 4.12848 -4.00234  C56 1.524, O58 1.387, H68 1.097, H69 1.105
58 O -3.87494 4.71327 -3.94250  C57 1.387, C59 1.407
59 C -4.10918 5.81565 -4.78557  O58 1.407, C60 1.510, H70 1.095, H71 1.093
60 C -4.89339 6.92215 -4.12085  C59 1.510, O61 1.398, H72 1.100, H73 1.106
61 O -6.26593 6.66347 -4.18345  C60 1.398, C62 1.406
62 C -7.10797 7.59808 -3.55542  O61 1.406, H74 1.095, H75 1.101, H76 1.087
63 H -2.65734 0.76476 -1.98326  C54 1.099
64 H -2.87066 0.37460 -3.65565  C54 1.099
65 H -4.27233 0.29327 -2.63150  C54 1.088
66 H -1.50040 2.56175 -3.04233  C56 1.097
67 H -2.46524 3.36559 -1.85902  C56 1.097
68 H -2.42319 3.70073 -4.99368  C57 1.097
69 H -1.78803 4.83482 -3.82135  C57 1.105
70 H -4.73252 5.47304 -5.61824  C59 1.095
71 H -3.21323 6.22125 -5.26214  C59 1.093
72 H -4.58014 7.91588 -4.47468  C60 1.100
73 H -4.63663 7.03905 -3.05184  C60 1.106
74 H -7.02485 8.62447 -3.92872  C62 1.095
75 H -6.83742 7.61526 -2.48812  C62 1.101
76 H -8.10463 7.18546 -3.69238  C62 1.087
77 C 4.21676 -1.57092 -2.25282  O78 1.401, H86 1.094, H87 1.095, H88 1.099
78 O 4.82563 -1.31082 -1.01788  C77 1.401, C79 1.427
79 C 4.94257 0.09162 -0.77930  O78 1.427, C80 1.552, H89 1.090, H90 1.090
80 C 5.57802 0.10964 0.63638  C79 1.552, O81 1.415, H91 1.093, H92 1.092
81 O 6.60045 -0.85326 0.80777  C80 1.415, C82 1.414
82 C 6.74096 -1.45761 2.07797  O81 1.414, C83 1.524, H93 1.097, H94 1.092
83 C 5.79596 -2.64596 2.21291  C82 1.524, O84 1.413, H95 1.094, H96 1.098
84 O 6.24906 -3.71141 1.40285  C83 1.413, C85 1.406
85 C 5.59601 -4.91050 1.73630  O84 1.406, H97 1.099, H98 1.093, H99 1.094
86 H 4.16794 -2.64985 -2.42525  C77 1.094
87 H 4.83209 -1.09468 -3.02318  C77 1.095
88 H 3.15879 -1.27612 -2.28222  C77 1.099
89 H 3.95134 0.51286 -0.60931  C79 1.090
90 H 5.53918 0.62242 -1.52173  C79 1.090
91 H 4.79381 -0.18950 1.33629  C80 1.093
92 H 5.96553 1.11228 0.83080  C80 1.092
93 H 6.69736 -0.75069 2.91582  C82 1.097
94 H 7.80247 -1.71397 2.06749  C82 1.092
95 H 4.77563 -2.35332 1.94924  C83 1.094
96 H 5.80991 -2.94427 3.26983  C83 1.098
97 H 4.57720 -5.08816 1.36534  C85 1.099
98 H 5.61598 -5.07287 2.81747  C85 1.093
99 H 6.14835 -5.70197 1.22031  C85 1.094
100 C 1.93308 0.54755 2.85753  O101 1.419, H109 1.087, H110 1.092, H111 1.097
101 O 0.94151 1.51673 3.16156  C100 1.419, C102 1.394
102 C 1.35371 2.58967 3.95085  O101 1.394, C103 1.522, H112 1.104, H113 1.098
103 C 0.39118 3.74858 3.73453  C102 1.522, O104 1.436, H114 1.091, H115 1.092
104 O 0.70891 4.15514 2.39474  C103 1.436, C105 1.420
105 C -0.24368 5.06492 1.86481  O104 1.420, C106 1.525, H116 1.097, H117 1.093
106 C -0.16641 5.12155 0.34235  C105 1.525, O107 1.410, H118 1.103, H119 1.097
107 O 0.28513 6.39553 -0.05952  C106 1.410, C108 1.418
108 C 0.83367 6.46999 -1.36492  O107 1.418, H120 1.100, H121 1.091, H122 1.087
109 H 1.50987 -0.32259 2.36262  C100 1.087
110 H 2.52216 0.19808 3.70850  C100 1.092
111 H 2.50888 1.07546 2.08746  C100 1.097
112 H 2.31345 3.01662 3.61237  C102 1.104
113 H 1.63262 2.26242 4.96141  C102 1.098
114 H 0.62018 4.56497 4.42079  C103 1.091
115 H -0.63378 3.37317 3.75856  C103 1.092
116 H 0.10080 6.05640 2.18335  C105 1.097
117 H -1.29000 5.00523 2.17646  C105 1.093
118 H -1.15230 5.02283 -0.14334  C106 1.103
119 H 0.47875 4.31085 -0.01874  C106 1.097
120 H -0.04779 6.47638 -2.02296  C108 1.100
121 H 1.51091 5.69433 -1.72636  C108 1.091
122 H 1.31006 7.44265 -1.45773  C108 1.087

Löwdin population analysis, charges in e, atoms 1 to 6:
1 O -0.274
2 S 0.626
3 O -0.275
4 O -0.284
5 C -0.280
6 C -0.051